Molecular formula: C21H42IN2O8P
Method: DFT, ωB97M-V/def2-TZVPD

Output
* net charge: 0
* HOMO level: -8.5 eV
* 2S+1: 1
* strongest force on any atom: 5.551 eV/A
* E_LUMO: -0.0497 hartree
* frontier orbital gap: 7.1417 eV
* ΔE to the lowest compared entry with this formula, charge and spin: 275.28 kJ/mol

The geometry in XYZ format:
```
75
Properties=species:S:1:pos:R:3:forces:R:3
C -0.2060 -0.6245 2.2232 0.42 -0.35 -0.43
C 0.5093 -2.0576 2.2978 -0.42 0.79 0.70
C -0.4184 -3.0158 3.1457 1.49 -1.29 0.65
C -1.4126 -3.9853 2.3840 -0.89 0.73 1.30
C -2.2729 -3.3379 1.1791 1.37 0.30 0.79
C -3.2125 -2.1899 1.7109 -2.24 -0.13 1.32
C -4.3788 -2.3051 2.5221 4.11 1.75 -1.65
P -5.2926 -3.8363 3.1012 -0.59 -0.28 -1.10
O -4.3039 -5.1752 2.6295 -0.80 1.75 1.28
I -5.4758 -3.7719 5.5825 0.63 0.06 -0.47
C -4.5723 -0.7990 2.9177 -1.20 0.88 5.35
O -4.9851 -0.4309 4.0126 -0.08 -1.35 -2.51
O -3.9162 0.2167 2.1871 0.54 -4.43 -0.84
C -3.1783 -0.6389 1.3438 0.09 -0.21 -3.81
O -2.8686 -0.2591 0.2352 0.27 -0.47 1.94
H -0.5040 -0.4635 1.1456 -0.01 0.18 1.40
H -1.0817 -0.6266 2.9473 0.84 0.14 -1.12
H 0.4490 0.2376 2.5459 -0.54 -1.04 -0.45
H 1.5183 -1.9135 2.8047 -1.28 -0.42 -0.53
H 0.7205 -2.4927 1.2767 -0.26 0.54 1.07
H 0.2988 -3.7509 3.6613 -1.00 0.90 -0.52
H -0.9141 -2.4865 4.0296 0.47 -0.43 -1.45
H -2.1152 -4.3197 3.2163 0.68 0.21 -1.29
H -0.8592 -4.9091 2.0744 -0.55 0.97 -0.25
H -1.4658 -2.9589 0.4756 -1.40 -0.06 0.56
H -2.8138 -4.1880 0.6848 0.12 1.12 0.45
H -4.6693 -5.8997 3.1754 0.28 0.14 -0.41
C 5.2416 0.3651 -2.7724 -0.13 -0.21 -0.18
O 5.6372 -0.9714 -3.0380 0.18 0.35 0.25
C 6.7444 -1.4093 -2.2508 -0.02 -0.58 -0.13
C 6.3055 -2.4262 -1.1994 -0.22 0.54 0.02
N 5.5030 -1.7957 -0.1500 0.01 -0.25 -0.10
C 4.8015 -2.7428 0.7201 -0.11 0.29 -0.12
C 3.7866 -3.6978 0.0767 -0.10 -0.04 0.43
O 2.6128 -3.0637 -0.4166 0.28 -0.17 -0.15
C 2.7501 -2.4773 -1.7025 -0.38 0.07 0.17
H 4.5529 0.6747 -3.5599 0.06 -0.10 0.01
H 4.7149 0.4372 -1.8170 0.07 0.18 0.09
H 6.0994 1.0432 -2.7757 -0.01 0.01 0.07
H 7.2866 -0.5708 -1.8022 -0.19 0.03 0.07
H 7.4308 -1.9103 -2.9402 0.01 0.02 0.04
H 7.1892 -2.8833 -0.7455 0.00 -0.01 0.00
H 5.7395 -3.2069 -1.7168 0.15 -0.13 -0.15
H 4.8115 -1.1947 -0.5801 0.08 -0.01 0.01
H 4.2670 -2.1404 1.4619 -0.01 -0.13 0.00
H 5.5457 -3.3290 1.2691 -0.01 -0.07 -0.08
H 3.4415 -4.3751 0.8645 -0.02 0.07 -0.01
H 4.2326 -4.3402 -0.6902 0.03 0.14 -0.14
H 3.4285 -3.0417 -2.3459 0.09 0.06 0.05
H 3.0798 -1.4418 -1.6094 0.15 0.03 -0.22
H 1.7637 -2.4611 -2.1729 0.05 -0.07 0.10
C -4.1149 2.7137 -0.3814 -0.10 0.11 -0.22
O -4.4132 4.0666 -0.6943 0.16 -0.15 0.35
C -3.8380 5.0046 0.2137 -0.12 0.47 -0.32
C -2.6937 5.7749 -0.4416 0.05 -0.58 0.06
N -1.5301 4.9146 -0.6631 -0.09 0.23 -0.13
C -0.5159 5.4926 -1.5484 -0.12 -0.31 0.02
C -0.9277 5.8433 -2.9849 0.42 0.00 -0.05
O -1.2079 4.7181 -3.8081 -0.18 0.28 0.16
C -2.5124 4.1796 -3.6559 0.25 -0.21 -0.25
H -4.7659 2.0779 -0.9833 0.01 0.10 0.00
H -3.0801 2.4708 -0.6351 0.04 -0.15 0.17
H -4.2993 2.4978 0.6741 0.08 -0.01 -0.01
H -3.5243 4.5313 1.1495 0.10 -0.11 -0.14
H -4.6302 5.7188 0.4587 0.04 0.00 0.03
H -2.4019 6.6093 0.2025 0.01 0.01 0.00
H -3.0719 6.1818 -1.3845 -0.17 0.17 0.04
H -1.8389 4.0406 -1.0697 -0.02 0.04 0.08
H 0.2958 4.7601 -1.6048 0.01 0.11 -0.07
H -0.1010 6.3846 -1.0675 -0.07 0.05 -0.05
H -0.0697 6.3377 -3.4514 -0.02 -0.07 0.01
H -1.7463 6.5698 -3.0279 -0.14 -0.12 0.07
H -3.2565 4.9492 -3.4391 0.02 -0.01 0.12
H -2.5141 3.4132 -2.8799 -0.25 0.02 0.10
H -2.7869 3.6907 -4.5941 0.09 0.09 0.03
```
Forces are in eV/Å.